Here is a structure of composition C20H60F3LiO20P in a non-equilibrium geometry from the Open Molecules 2025 dataset. Energies are from wB97M-V/def2-TZVPD.

Geometry as XYZ:
```
105
Properties=species:S:1:pos:R:3:mulliken_charge:R:1
Li 3.610 1.661 -0.551 0.6486
C 2.180 -0.661 -0.953 -0.0767
O 1.834 0.507 -0.160 0.3680
O 3.596 -0.473 -1.102 -0.7497
C 1.586 -2.025 -0.312 0.7184
F 0.224 -2.093 -0.238 -0.2707
F 2.027 -3.197 -0.924 -0.2745
F 1.937 -2.125 0.965 -0.2071
C 0.420 0.913 -0.270 -0.7908
C 0.347 2.334 0.457 -0.4380
H 0.861 3.082 -0.147 0.0073
H -0.717 2.559 0.531 0.0076
H 0.848 2.390 1.424 0.3744
H -0.275 0.215 0.197 0.3788
H 0.015 1.033 -1.275 0.2466
H 1.649 -0.557 -1.900 0.0958
P 5.602 1.597 0.806 0.8374
O 6.203 0.239 1.222 -0.8631
O 6.594 2.660 1.276 -0.8462
O 4.155 1.944 1.329 -0.9254
O 5.632 1.655 -0.772 -0.8141
C -2.301 1.914 3.981 -0.7626
O -2.643 2.609 2.836 -0.2798
C -3.654 1.883 2.066 -0.2592
C -5.018 1.971 2.539 -0.7711
O -5.199 1.130 3.686 -0.2545
C -5.218 -0.268 3.502 -0.9118
H -3.191 1.767 4.593 0.2672
H -1.565 2.531 4.497 0.2893
H -1.764 1.056 3.577 0.2931
H -3.227 0.925 1.770 0.3966
H -3.551 2.379 1.101 0.1944
H -5.733 1.639 1.787 0.4083
H -5.296 2.986 2.825 0.2772
H -5.054 -0.805 4.437 0.2876
H -4.429 -0.613 2.834 0.3031
H -6.189 -0.610 3.142 0.3250
C -0.848 4.545 -1.941 -0.7986
O 0.372 4.072 -2.486 0.3194
C 1.112 5.107 -3.240 -0.7659
C 0.555 5.555 -4.623 -0.7740
O -0.691 6.263 -4.484 0.5313
C -1.054 7.181 -5.578 -2.2196
H -1.343 3.769 -1.357 0.2588
H -1.496 4.702 -2.802 0.2892
H -0.619 5.427 -1.343 0.2410
H 2.172 4.904 -3.397 0.5100
H 1.153 6.050 -2.694 0.3405
H 0.409 4.687 -5.266 0.2550
H 1.333 6.111 -5.147 0.4522
H -0.648 6.861 -6.537 0.4302
H -0.619 8.114 -5.220 0.3744
H -2.144 7.160 -5.578 0.3128
C -1.529 -4.818 -0.562 -0.8186
O -2.602 -5.611 -0.923 -0.3372
C -3.782 -5.439 -0.090 -0.4783
C -4.765 -6.585 0.001 -0.6438
O -5.783 -6.449 -1.012 -0.2009
C -5.503 -6.884 -2.391 -0.7884
H -1.026 -5.297 0.278 0.3957
H -1.667 -3.787 -0.237 0.3300
H -0.785 -4.827 -1.358 0.2661
H -4.371 -4.653 -0.562 0.2660
H -3.476 -5.023 0.869 0.4873
H -5.174 -6.414 0.997 0.2967
H -4.360 -7.597 0.023 0.3123
H -5.937 -7.846 -2.663 0.2892
H -4.427 -6.874 -2.564 0.2487
H -5.881 -6.088 -3.033 0.2726
O 2.775 2.791 -2.100 -0.4147
H 1.824 2.879 -2.154 0.2541
H 3.026 2.383 -2.929 0.2481
O 4.814 -1.881 -3.628 -0.5772
H 4.230 -1.125 -3.694 0.2739
H 4.252 -2.635 -3.810 0.2735
O 4.947 -2.194 1.696 -0.6771
H 4.068 -2.161 2.073 0.2324
H 5.204 -1.276 1.606 0.4603
O -0.354 1.851 -3.824 -0.6413
H 0.447 2.097 -4.286 0.3175
H -0.376 2.425 -3.058 0.2025
C -0.705 5.639 2.252 -0.3620
O -1.987 5.169 2.443 -0.5204
H -0.696 6.715 2.076 0.2654
H -0.172 5.321 3.147 0.2668
H -0.223 5.200 1.379 0.0090
H -1.970 4.212 2.364 0.4897
C 2.169 0.162 3.614 -0.6322
O 3.290 -0.017 2.767 -0.3025
H 1.790 -0.734 4.108 0.2660
H 2.420 0.769 4.484 0.3276
H 1.286 0.552 3.108 0.0765
H 3.369 0.698 2.130 0.3020
C 1.816 -4.577 3.334 -0.6678
O 0.703 -3.647 3.279 -0.5454
H 2.459 -4.511 2.456 0.2823
H 2.392 -4.250 4.200 0.2910
H 1.390 -5.543 3.605 0.2540
H 1.099 -2.903 2.817 0.3533
C 3.989 -6.742 -0.807 -0.2658
O 5.273 -6.162 -0.345 -0.4898
H 4.166 -7.319 -1.715 0.2276
H 3.614 -7.421 -0.042 0.2410
H 3.378 -5.856 -0.978 0.0193
H 5.420 -6.379 0.578 0.2791
```

charge = -3
orbital gap = 0.995 eV

=====

Here is a cluster of 10 separate species, C20H60N10O10 in total in a non-equilibrium geometry from the Open Molecules 2025 dataset. Energies are from wB97M-V/def2-TZVPD.

Geometry as XYZ:
```
100
Properties=species:S:1:pos:R:3:mulliken_charge:R:1
N 3.697 -2.832 -2.396 -0.3605
C 2.398 -3.141 -2.450 0.3275
N 1.666 -2.236 -1.876 0.6380
O 1.912 -4.336 -3.054 -0.7787
H 4.439 -3.484 -2.767 0.2162
H 4.186 -2.103 -1.754 0.3022
H 0.652 -2.478 -1.833 0.1240
H 1.912 -1.235 -1.801 -0.7753
N 2.072 3.653 -3.483 -0.1802
C 1.391 2.637 -3.129 -0.3699
N 1.163 2.574 -1.845 0.0922
O 1.187 1.578 -4.018 -0.8106
H 2.467 3.649 -4.394 0.2758
H 2.258 4.455 -2.870 0.2525
H 0.908 1.728 -1.334 -0.8887
H 0.902 3.394 -1.311 0.4674
N -2.809 4.005 -2.687 -0.2981
C -1.550 4.213 -2.509 0.4490
N -0.932 4.286 -3.619 -0.3822
O -0.934 4.506 -1.248 -0.7038
H -3.351 3.593 -1.917 0.2833
H -3.161 3.862 -3.674 0.2391
H 0.112 4.410 -3.642 0.2290
H -1.255 3.758 -4.514 0.2949
N -1.889 -1.422 -0.048 -0.0346
C -2.728 -0.602 0.470 0.2436
N -2.589 -0.417 1.766 0.3477
O -3.801 0.036 -0.220 -0.8146
H -1.875 -1.820 -0.980 0.3179
H -1.321 -1.921 0.631 -0.0969
H -3.188 0.170 2.265 0.4113
H -1.910 -0.835 2.392 -0.0964
N 4.248 1.506 -1.588 -0.2118
C 4.025 0.258 -1.779 0.6508
N 3.189 -0.031 -2.697 -0.4025
O 4.620 -0.794 -1.068 -0.8545
H 4.942 1.759 -0.923 0.2763
H 3.621 2.249 -1.910 0.1605
H 3.189 -1.064 -2.913 0.2349
H 2.644 0.709 -3.169 0.0581
C 2.866 -2.478 2.761 -1.5935
C 2.667 -2.832 1.292 1.9420
C 3.085 -4.256 0.978 -1.6047
O 1.513 -2.885 0.892 -0.5015
H 2.586 -3.303 3.398 0.4281
H 2.195 -1.640 3.059 0.1319
H 3.860 -2.138 2.957 0.4173
H 3.223 -2.138 0.643 -0.3215
H 3.994 -4.487 1.503 0.4575
H 3.225 -4.368 -0.100 0.3543
H 2.377 -5.010 1.364 0.2656
H 1.397 -2.754 -0.044 0.0643
C -2.649 -1.373 -4.381 -1.5805
C -1.535 -0.362 -4.036 0.7344
C -1.996 0.740 -3.011 -0.6010
O -0.545 -0.808 -3.445 -0.4511
H -2.964 -2.052 -3.636 0.3132
H -2.366 -1.881 -5.301 0.3981
H -3.471 -0.726 -4.651 0.4166
H -1.083 0.119 -4.913 0.3494
H -2.845 1.263 -3.372 0.6274
H -1.185 1.389 -2.715 -0.1764
H -2.393 0.381 -2.085 0.0303
H 0.046 -0.071 -3.299 -0.2204
C -0.671 -1.890 4.855 -1.4287
C -0.683 -2.765 3.627 1.0662
C -1.980 -3.614 3.556 -1.4195
O -0.538 -2.215 2.524 -0.5990
H -0.848 -2.433 5.754 0.5114
H -1.383 -1.096 4.756 0.2312
H 0.282 -1.381 4.943 0.2915
H 0.143 -3.558 3.593 0.2554
H -2.107 -4.185 4.528 0.3916
H -1.952 -4.372 2.791 0.3958
H -2.934 -2.995 3.367 0.2106
H 0.292 -2.424 2.142 -0.6074
C -3.394 3.641 3.784 -1.5999
C -3.058 2.222 3.316 1.0094
C -2.023 1.690 4.301 -0.7600
O -4.015 1.424 3.254 -0.6370
H -4.350 4.058 3.291 0.3204
H -2.626 4.348 3.549 0.3869
H -3.453 3.731 4.879 0.3645
H -2.665 2.410 2.267 -0.0682
H -1.460 0.809 3.880 -0.3621
H -2.487 1.407 5.264 0.4164
H -1.190 2.376 4.494 0.4012
H -4.536 1.693 2.460 0.3956
C 1.932 0.795 0.984 -1.1237
C 0.446 0.636 0.691 1.2779
C -0.345 1.903 0.931 -0.8236
O 0.244 0.274 -0.466 3.6184
H 2.532 0.089 0.338 -0.2314
H 2.218 0.567 2.004 0.3359
H 2.194 1.821 0.679 0.3773
H 0.135 -0.232 1.264 -0.5691
H -1.340 1.890 0.547 0.0418
H 0.151 2.736 0.410 0.2267
H -0.429 2.274 1.942 0.2946
H -0.610 -0.201 -0.464 -1.3034
```

energy above the lowest of the compared OMol25 structures with the same formula, charge and spin = 286.2 kcal/mol
orbital gap = 8.680 eV

=====

Here is a cluster of 10 separate species, C20H60O10 in total in a non-equilibrium geometry from the Open Molecules 2025 dataset. Energies are from wB97M-V/def2-TZVPD.

Geometry as XYZ:
```
90
Properties=species:S:1:pos:R:3:mulliken_charge:R:1
C -10.284 13.836 -20.499 -0.6780
C -10.039 12.659 -21.489 -0.3235
O -10.619 13.169 -22.692 -0.5544
H -10.109 14.784 -21.008 -0.0012
H -9.612 13.716 -19.649 0.4771
H -11.293 13.896 -20.091 0.1855
H -10.372 11.657 -21.221 0.2633
H -8.960 12.533 -21.578 0.2981
H -10.069 12.962 -23.452 0.2587
C -12.905 18.431 -26.459 -1.3872
C -13.185 19.046 -25.063 0.6452
O -12.030 19.649 -24.553 -0.5343
H -12.088 17.710 -26.448 0.3027
H -12.636 19.212 -27.170 0.3559
H -13.729 17.804 -26.801 0.3882
H -13.468 18.223 -24.407 -0.4097
H -14.044 19.714 -25.129 0.3389
H -11.962 19.361 -23.640 0.2636
C -15.419 14.786 -22.925 -1.1239
C -13.959 14.794 -23.397 0.0862
O -13.136 14.511 -22.298 -0.6005
H -15.817 13.813 -22.636 0.3435
H -15.972 15.223 -23.756 0.3443
H -15.566 15.383 -22.025 0.1970
H -13.706 15.738 -23.882 -0.0668
H -13.815 14.006 -24.136 0.4513
H -12.382 13.976 -22.555 0.2119
C -10.233 17.186 -22.860 0.2662
C -10.356 18.311 -21.818 0.3431
O -11.642 18.832 -21.937 0.3080
H -9.261 16.693 -22.884 -0.0614
H -10.540 17.594 -23.823 0.1240
H -10.851 16.350 -22.532 -0.4380
H -9.669 19.147 -21.943 -0.2859
H -10.235 17.852 -20.837 0.0306
H -12.278 18.295 -21.460 -0.0320
C -11.838 22.015 -20.294 -0.8263
C -11.642 22.736 -21.548 -0.2657
O -10.911 23.892 -21.296 -0.5629
H -12.195 20.992 -20.411 0.0636
H -12.567 22.558 -19.693 0.3593
H -10.931 22.001 -19.689 0.2766
H -12.605 23.047 -21.953 0.3983
H -11.255 22.130 -22.367 0.2775
H -10.946 24.485 -22.050 0.3014
C -15.766 18.946 -22.093 -0.5610
C -17.018 18.508 -22.828 -0.2267
O -17.519 19.643 -23.518 -0.5420
H -15.031 19.545 -22.629 0.1276
H -15.231 18.050 -21.777 0.0359
H -16.085 19.577 -21.264 0.4014
H -17.771 18.102 -22.153 0.2727
H -16.809 17.791 -23.622 0.1945
H -17.780 19.396 -24.409 0.3099
C -12.202 17.359 -18.532 -1.2110
C -12.962 16.365 -19.342 -0.0178
O -12.937 16.708 -20.684 -0.3666
H -12.639 18.354 -18.611 0.2527
H -11.139 17.297 -18.765 0.2112
H -12.108 17.098 -17.477 0.4498
H -14.007 16.409 -19.032 0.2471
H -12.597 15.345 -19.218 0.2421
H -13.122 15.907 -21.179 0.1447
C -6.703 14.825 -22.025 -0.8036
C -5.270 15.046 -22.460 -0.3891
O -4.807 13.896 -23.100 -0.5344
H -7.033 15.772 -21.598 0.2848
H -6.694 14.137 -21.180 0.4055
H -7.315 14.526 -22.876 0.2480
H -4.625 15.286 -21.614 0.3006
H -5.142 15.855 -23.179 0.1692
H -4.031 14.125 -23.617 0.3149
C -6.569 19.035 -24.102 -0.8459
C -7.035 17.942 -25.010 0.0072
O -6.540 18.297 -26.328 -0.5709
H -5.479 19.040 -24.123 0.3194
H -6.908 18.718 -23.116 0.1979
H -6.936 20.026 -24.370 0.3201
H -8.119 17.835 -25.038 0.2090
H -6.531 16.997 -24.810 0.0842
H -6.750 17.583 -26.934 0.2965
C -7.412 22.623 -20.865 -1.0471
C -7.062 21.516 -21.812 0.5424
O -5.934 20.797 -21.367 -0.5473
H -8.463 22.910 -20.900 0.1708
H -6.757 23.494 -20.896 0.3190
H -7.331 22.181 -19.872 0.3059
H -6.892 21.833 -22.841 0.3374
H -7.921 20.847 -21.764 -0.4144
H -6.238 20.209 -20.672 0.3473
```

energy above the lowest of the compared OMol25 structures with the same formula, charge and spin = 45.3 kcal/mol
orbital gap = 9.966 eV